1.
Computed, not measured: 2 unconnected molecules or ions with the total composition C2H8S2 at a distorted geometry, with the ωB97M-V functional and the def2-TZVPD basis.

Each line ends with the Mulliken spin population.
CARTESIAN COORDINATES (ANGSTROEM)
H  -0.755  -0.144  -1.942  0.00
H  1.558  0.319  -2.454  0.00
S  -2.196  -0.440  1.882  0.45
H  -2.766  0.537  2.611  0.05
H  2.077  0.070  -0.709  0.00
C  -0.051  -0.176  -1.107  0.01
C  1.322  0.438  -1.399  0.01
H  -0.539  0.316  -0.269  0.00
H  0.514  -0.161  2.487  0.04
S  -0.438  -1.028  2.925  0.45
H  0.006  -1.238  -0.852  0.00
H  1.267  1.508  -1.172  0.00

Atoms 1-2, force components in eV/Å:
H 0.18 0.33 -0.15
H 0.54 -0.10 0.09

The HOMO energy (spin up / spin down) comes out at 0.10 / -4.34 eV. The relative energy (zero: lowest compared OMol25 entry of this formula, charge and spin) is 0.326 eV. As for the spin multiplicity: 2. As for the charge: -1.


2.
Computed, not measured: a gas-phase ion, C5H14N3 (charge +1) at a distorted geometry, with the ωB97M-V functional and the def2-TZVPD basis.

Each line ends with the Löwdin charge.
CARTESIAN COORDINATES (ANGSTROEM)
N  -1.775  -2.439  -1.469  0.22
H  0.087  0.753  2.586  0.09
C  1.785  1.517  0.476  -0.02
H  2.763  1.138  0.790  0.09
H  -1.389  -3.230  -1.926  0.13
H  -1.882  -0.354  -0.326  0.14
C  0.633  0.554  0.562  -0.60
H  -0.275  2.103  1.813  0.08
C  -0.151  0.643  -0.855  -0.11
H  -1.286  0.597  1.622  0.06
H  0.599  0.412  -1.623  0.13
H  1.571  2.498  0.974  0.11
H  1.859  1.721  -0.619  0.09
H  1.951  -0.898  0.996  0.13
C  -0.346  1.051  1.651  -0.02
H  -0.625  1.581  -0.952  0.13
H  0.433  -1.226  1.377  0.04
C  -0.972  -1.429  -1.615  -0.12
H  -0.047  -1.386  -2.033  0.14
N  -1.145  -0.338  -0.944  0.07
N  0.947  -0.806  0.716  0.10
H  -2.735  -2.462  -1.200  0.14

Atoms 1-2, force components in eV/Å:
N 0.97 -1.31 -1.46
H 0.28 -0.68 0.74

The HOMO energy comes out at -13.20 eV. The relative energy (zero: lowest compared OMol25 entry of this formula, charge and spin) is 1.910 eV. As for the SMILES: CC(C)(N)C/[NH+]=C/N. As for the spin multiplicity: 1. As for the charge: +1.


3.
Computed, not measured: a molecular structure, C52H33CsN5O, with the ωB97M-V functional and the def2-TZVPD basis.

Each line ends with the Löwdin charge.
CARTESIAN COORDINATES (ANGSTROEM)
C  -1.133  4.183  -4.481  -0.11
H  -3.097  2.252  3.806  0.12
H  4.104  -4.780  0.255  0.10
C  3.719  -2.305  4.797  -0.04
H  0.672  -0.841  5.591  0.09
H  -1.253  0.926  4.972  0.08
H  -2.534  1.148  -5.079  0.10
H  3.716  -4.193  2.811  0.10
C  -1.215  4.821  1.635  -0.08
N  -1.139  -0.838  -3.587  -0.14
Cs  1.138  0.295  -0.225  1.19
C  -5.050  6.043  -2.727  -0.09
N  0.619  -1.750  -2.205  -0.01
C  -4.180  4.377  -1.215  -0.22
C  -1.978  1.926  -4.578  -0.01
C  3.465  -4.011  0.655  -0.02
H  5.034  -2.829  -2.343  0.12
C  1.669  -3.428  5.320  -0.03
C  -4.678  5.121  -0.136  -0.04
C  2.600  -3.117  -0.111  -0.26
C  -2.697  4.332  3.456  -0.09
H  -0.458  3.130  0.564  0.09
H  -1.800  -1.731  1.316  0.12
C  3.962  -6.488  -2.884  -0.09
C  3.448  -4.243  -2.133  -0.24
H  -5.192  6.402  -3.739  0.10
C  1.806  -2.110  3.187  -0.06
C  1.574  -2.700  -2.436  -0.26
C  -2.022  5.261  2.675  -0.11
H  0.647  -3.674  5.057  0.12
H  -1.050  5.172  -4.914  0.10
C  0.424  -2.527  -4.386  0.01
H  -4.520  4.755  0.870  0.11
H  2.077  -5.880  -2.053  0.12
H  3.648  -7.514  -3.032  0.10
C  -1.489  0.272  -2.747  -0.10
C  -1.758  2.521  2.158  -0.16
C  -1.084  3.464  1.383  -0.04
C  2.228  -3.903  6.497  -0.09
N  1.933  -2.289  0.703  -0.01
H  -0.182  2.425  -1.761  0.04
C  -1.595  1.063  1.921  -0.10
C  -1.905  -1.004  0.531  -0.03
H  -1.789  -2.198  -1.270  0.12
O  -1.828  -0.941  -4.688  -0.11
H  -2.332  3.407  -6.080  0.10
C  -0.645  2.629  -2.717  -0.06
C  5.627  -4.772  -3.047  -0.09
C  -3.473  3.165  -0.968  0.07
C  -1.370  1.624  -3.359  -0.14
C  -1.911  -1.246  -0.786  -0.01
C  -1.915  0.026  -1.496  -0.18
C  -2.879  2.145  -0.736  -0.02
C  3.271  -3.710  1.956  -0.02
H  -6.074  7.703  -1.832  0.09
H  5.300  -2.511  6.228  0.10
C  3.077  -5.572  -2.334  -0.04
H  4.295  -1.680  4.125  0.12
H  0.024  -2.609  -5.382  0.10
C  -0.797  0.278  2.877  -0.30
H  6.624  -4.450  -3.324  0.09
C  -1.959  0.431  0.786  -0.21
C  -1.853  3.193  -5.132  -0.09
C  0.763  -1.146  3.373  -0.27
C  -0.686  0.316  4.284  -0.05
H  5.936  -6.803  -3.672  0.09
C  2.490  -3.256  -1.533  -0.09
H  0.032  4.658  -2.737  0.10
C  5.244  -6.090  -3.243  -0.11
C  -2.564  2.975  3.200  -0.03
H  -2.128  6.320  2.871  0.10
H  -5.735  6.873  0.479  0.10
H  -3.331  4.666  4.268  0.10
H  3.973  -3.945  7.750  0.09
C  2.300  -2.632  2.001  -0.25
C  -5.354  6.307  -0.363  -0.09
C  4.735  -3.859  -2.496  -0.03
C  -0.528  3.896  -3.266  -0.08
C  0.307  -0.600  4.605  -0.04
C  -5.545  6.775  -1.658  -0.11
H  -3.972  4.287  -3.346  0.10
C  4.280  -2.774  5.977  -0.09
H  -0.693  5.534  1.009  0.10
C  -0.076  -1.645  -3.364  -0.30
H  1.642  -4.531  7.157  0.10
N  -2.214  1.010  -0.504  0.02
C  3.536  -3.576  6.830  -0.11
H  2.121  -3.886  -4.289  0.10
C  -4.370  4.853  -2.514  -0.03
C  1.476  -3.160  -3.820  -0.01
C  2.408  -2.628  4.453  -0.21
N  0.086  -0.585  2.339  -0.02

Atoms 1-2, force components in eV/Å:
C 0.03 0.05 0.03
H 0.00 0.00 0.00

The HOMO energy (spin up / spin down) comes out at -3.09 / -3.65 eV. The relative energy (zero: lowest compared OMol25 entry of this formula, charge and spin) is 0.490 eV. As for the spin multiplicity: 1. As for the charge: -1.